No. 1
ORCA calculation (ωB97M-V/def2-TZVPD) on a 2-piece molecular cluster, C12H18BBrF2N4O6 overall in a non-equilibrium geometry.

## Properties
HOMO-LUMO gap, eV: 7.68
HOMO, eV: -8.75

Cartesian coordinates (Å):
C -5.1259 -1.3886 -4.3123
C -3.8829 -0.6865 -3.8634
O -3.6029 -0.4856 -2.6959
O -3.0878 -0.3195 -4.8930
C -1.7143 -0.2180 -4.5306
C -1.1107 -1.5348 -4.0241
C -0.2022 -1.2878 -2.8125
C -0.1805 -2.4631 -1.8052
C -0.1773 -1.9733 -0.3539
C 1.2536 -1.5691 0.0319
N 1.3297 -0.4813 0.9878
N 1.6706 -0.6869 2.2954
C 1.6818 0.5054 2.8717
N 1.3704 1.4607 2.0344
C 1.1606 0.8419 0.8684
N 0.8326 1.4448 -0.2799
Br 0.6471 3.2756 -0.3161
H -4.8774 -2.3262 -4.7916
H -5.7235 -1.5961 -3.4362
H -5.6672 -0.7373 -4.9899
H -1.1980 0.0734 -5.4360
H -1.5450 0.5844 -3.8242
H -1.8666 -2.2601 -3.7465
H -0.5129 -1.9649 -4.8197
H 0.8126 -1.1373 -3.1722
H -0.4895 -0.3902 -2.2671
H -0.9759 -3.1715 -1.9894
H 0.7743 -2.9649 -1.9460
H -0.5213 -2.7982 0.2600
H -0.8905 -1.1669 -0.2093
H 1.7544 -2.4362 0.4374
H 1.7787 -1.2875 -0.8737
H 1.8826 -1.5792 2.7053
H 1.9259 0.7021 3.9017
H 0.6874 0.9252 -1.1255
B 3.3713 3.9942 5.6407
O 2.9472 2.6068 5.2406
C 2.1540 2.1216 6.1649
O 1.6474 1.0255 6.1166
C 1.9825 3.1592 7.2728
O 1.3138 3.0186 8.2583
O 2.6895 4.2235 6.9493
F 2.9396 4.9063 4.6930
F 4.7446 4.0421 5.7841



No. 2
ORCA calculation (ωB97M-V/def2-TZVPD) on C12H18BKO3S as an isolated structure.

## Properties
ΔE to the lowest compared entry with this formula, charge and spin, kJ/mol: 32.0
HOMO-LUMO gap, eV: 6.02
HOMO, eV: -6.05

Cartesian coordinates (Å):
K 1.0248 0.4014 0.2672
O -1.0490 -0.0830 3.8176
B 0.0832 0.1274 2.9669
O 1.2114 0.2663 3.8637
C 0.7507 0.1427 5.1373
C 1.4484 0.1991 6.3248
C 0.7115 0.0343 7.4988
C -0.6608 -0.1778 7.4683
C -1.3585 -0.2343 6.2609
C -0.6213 -0.0692 5.1076
H 2.5168 0.3637 6.3471
H 1.2201 0.0715 8.4536
H -1.1993 -0.3025 8.3989
H -2.4262 -0.3994 6.2210
C -0.4633 -2.7648 -4.9329
C -0.6213 -1.3318 -5.4068
C 0.2420 -0.3329 -4.6432
S -0.2906 -0.0738 -2.9441
O 0.8359 0.6900 -2.2812
C -1.6594 1.0892 -3.1533
C -1.3047 2.5723 -3.0871
C -0.4620 3.1091 -4.2296
H -1.0845 -3.4357 -5.5259
H -0.7519 -2.8873 -3.8886
H 0.5697 -3.1025 -5.0304
H -1.6736 -1.0336 -5.3736
H -0.3388 -1.2425 -6.4591
H 0.3199 0.6231 -5.1527
H 1.2547 -0.7213 -4.5081
H -2.3644 0.8463 -2.3564
H -2.1528 0.8342 -4.0955
H -0.8136 2.7738 -2.1336
H -2.2625 3.0983 -3.0446
H 0.5495 2.7086 -4.1934
H -0.3832 4.1942 -4.1699
H -0.8966 2.8705 -5.2035



No. 3
ORCA calculation (ωB97M-V/def2-TZVPD) on C12H18Cl3N6O2STi as an isolated structure.

## Properties
ΔE to the lowest compared entry with this formula, charge and spin, kJ/mol: 34.6
Multiplicity: 3
Charge: +1
HOMO-LUMO gap (alpha / beta), eV: 6.58 / 8.61
HOMO (alpha / beta), eV: -9.58 / -12.38

Cartesian coordinates (Å):
Ti -1.1624 -0.5292 0.1728
C 0.6798 3.5049 0.0925
C 0.0418 2.1899 -0.2093
N -0.2940 1.2708 0.7110
N -0.0993 1.6425 2.0397
C -0.8440 1.0113 2.9562
N -0.5891 1.2693 4.2433
S -2.0504 -0.0886 2.5094
C -0.3053 1.7967 -1.5361
C -0.0052 2.5429 -2.6858
C -0.4478 2.1013 -3.9086
C -1.1848 0.9148 -3.9857
C -1.4339 0.2151 -2.8304
N -1.0065 0.6293 -1.6216
H 0.5356 3.7932 1.1307
H 1.7546 3.4883 -0.1103
H 0.2430 4.2879 -0.5266
H -0.0095 2.0436 4.5228
H -1.1587 0.8269 4.9442
H 0.5689 3.4542 -2.6008
H -0.2283 2.6665 -4.8042
H -1.5521 0.5399 -4.9294
H -1.9824 -0.7172 -2.8393
N 1.9375 -0.6138 2.2259
C 2.6915 -1.1905 1.1081
C 2.0565 -0.9099 -0.2396
N 0.7303 -1.5722 -0.3759
H 2.4741 -0.7263 3.0792
H 1.0799 -1.1386 2.3764
H 0.8641 1.8361 2.2908
H 2.8396 -2.2742 1.2091
H 3.6843 -0.7400 1.1007
H 2.7292 -1.2773 -1.0165
H 1.9198 0.1618 -0.3824
H 0.7879 -2.5018 0.0400
H 0.5509 -1.7563 -1.3635
Cl -3.8772 -4.0152 0.5541
C -2.1415 -4.1106 0.3067
Cl -1.2947 -3.3526 1.7158
Cl -1.6150 -5.7632 0.1408
C -1.7288 -3.2331 -0.9151
O -1.1081 -3.6948 -1.8326
O -2.0501 -1.9817 -0.7568



No. 4
ORCA calculation (ωB97M-V/def2-TZVPD) on C12H18F12NaO9P2 as an isolated structure in a non-equilibrium geometry.

## Properties
ΔE to the lowest compared entry with this formula, charge and spin, kJ/mol: 164.7
Charge: -1
HOMO-LUMO gap, eV: 10.27
HOMO, eV: -8.23

Cartesian coordinates (Å):
Na 0.4250 0.0912 -1.1355
P -1.2309 -2.4688 -2.3400
F -0.4153 -1.9941 -0.9586
F -2.5227 -2.2141 -1.5474
F -1.3251 -0.9479 -2.8635
F -1.9271 -2.9899 -3.6960
F 0.2226 -2.6901 -3.0142
F -1.2597 -3.9485 -1.7776
P 2.6616 1.0846 -3.5983
F 1.9082 1.8795 -2.3638
F 1.2809 0.9331 -4.3478
F 2.8482 2.5125 -4.4418
F 3.4597 0.2240 -4.7293
F 4.0895 1.3156 -2.8527
F 2.3411 -0.2963 -2.6809
C -2.7520 -2.8199 3.8487
C -2.4656 -2.6816 2.3271
C -3.4823 -1.6461 1.7093
O -2.7167 -0.6506 1.2743
C -1.4546 -0.8359 1.5341
O -0.5781 -0.0682 1.2423
O -1.2995 -1.8800 2.3351
H -2.9771 -1.9237 4.4268
H -1.8547 -3.2026 4.3351
H -3.6434 -3.4349 3.9724
H -2.4748 -3.5853 1.7177
H -4.1960 -1.3529 2.4793
H -4.0600 -1.9237 0.8276
C -5.0014 2.1422 -0.4522
C -3.8458 2.9124 -1.1102
C -3.3284 4.1496 -0.3509
O -1.9717 4.0104 -0.3067
C -1.6267 2.8212 -0.7752
O -0.4894 2.3580 -0.7921
O -2.6433 2.1466 -1.2351
H -5.2836 1.2487 -1.0090
H -5.8731 2.7910 -0.5366
H -4.7756 1.9091 0.5883
H -4.0832 3.1935 -2.1363
H -3.6692 4.2428 0.6803
H -3.5729 5.0533 -0.9092
C 6.1687 -0.8757 2.8411
C 5.6306 0.1248 1.7205
C 5.6368 -0.5028 0.2813
O 4.4515 0.0812 -0.2842
C 3.6107 0.3631 0.6496
O 2.4381 0.6958 0.4630
O 4.2537 0.5242 1.8295
H 5.5317 -1.7590 2.7962
H 6.1195 -0.4056 3.8233
H 7.2300 -1.0783 2.6970
H 6.1999 1.0505 1.8044
H 5.8018 -1.5799 0.3073
H 6.4900 -0.1027 -0.2666



No. 5
ORCA calculation (ωB97M-V/def2-TZVPD) on a 2-piece molecular cluster, C12H18F4NO3 overall in a non-equilibrium geometry.

## Properties
Charge: -1
HOMO-LUMO gap, eV: 6.27
HOMO, eV: -4.57

Cartesian coordinates (Å):
C -2.4109 -3.0940 2.8781
C -3.0503 -2.7022 1.4196
C -3.1234 -1.0973 1.0993
F -3.9539 -0.9624 -0.1558
C -1.6841 -0.3680 0.8263
N -0.4630 -1.2236 1.0606
C -1.5425 0.2776 -0.7075
C -1.1332 -0.8263 -1.8478
C 0.4925 -0.6379 -2.1435
F 0.9617 0.4674 -3.0541
C 1.5696 -1.4826 -1.5460
F 2.6996 -0.8263 -0.7882
F 1.6724 -2.9665 -1.6674
C -1.5087 0.9486 1.8442
O -0.2492 1.3702 2.0544
O -2.6256 1.6785 2.4615
H -1.3784 -3.6450 2.6490
H -3.0640 -3.9064 3.4552
H -2.1335 -2.1744 3.5580
H -2.5233 -3.2978 0.5317
H -4.1784 -3.0910 1.4297
H -3.7747 -0.6080 1.9529
H -0.4740 -2.1212 0.5327
H -0.2242 -1.3411 2.0680
H -2.4660 0.9359 -1.0123
H -0.6243 1.0360 -0.6251
H -1.7860 -0.6134 -2.8236
H -1.3570 -1.9211 -1.4974
C 4.4663 4.2175 -0.6597
C 3.9053 3.3834 -1.7801
O 4.0501 3.7132 -2.9561
C 3.1603 2.1299 -1.4062
H 4.9778 5.0908 -1.0784
H 3.6563 4.5635 -0.0126
H 5.1881 3.6313 -0.0856
H 2.2921 2.3829 -0.7923
H 3.8241 1.4506 -0.8653
H 2.8125 1.6294 -2.3161



No. 6
ORCA calculation (ωB97M-V/def2-TZVPD) on C12H18F6O8Pb as an isolated structure in a non-equilibrium geometry.

## Properties
ΔE to the lowest compared entry with this formula, charge and spin, kJ/mol: 591.7
Charge: -2
HOMO-LUMO gap, eV: 4.16
HOMO, eV: -0.36

Cartesian coordinates (Å):
Pb -20.4739 11.7973 -10.8458
O -22.0139 8.4152 -11.4698
C -21.0612 7.4781 -11.9507
C -19.4649 7.4153 -11.6303
O -18.7422 8.6404 -11.4619
H -21.1827 7.5312 -13.0326
H -21.5623 6.5447 -11.6943
H -18.9704 6.8544 -12.4233
H -19.2536 6.8594 -10.7168
O -19.1921 13.1788 -7.6351
C -20.0508 14.1305 -7.0269
C -21.6173 13.8418 -6.9416
O -22.3208 13.2847 -8.0575
H -19.9321 15.0909 -7.5285
H -19.6493 14.3386 -6.0351
H -22.1362 14.7232 -6.5647
H -21.7307 13.2127 -6.0587
C -26.8222 12.1185 -12.9613
C -25.9987 11.5272 -14.0918
O -25.5439 12.5315 -14.9891
C -24.4284 13.1582 -14.9471
O -23.6464 12.9496 -13.9875
C -24.1935 14.1738 -16.0442
F -23.8841 15.3526 -15.4621
F -23.1110 13.7724 -16.7110
F -25.2427 14.3497 -16.8633
H -27.4308 11.3683 -12.4564
H -27.4907 12.9380 -13.2251
H -26.1720 12.5872 -12.2226
H -26.7247 10.8621 -14.5593
H -25.1976 10.8518 -13.7918
C -14.3640 13.0978 -12.1795
C -15.3387 14.2371 -12.5360
O -15.6357 14.0902 -13.9191
C -16.8445 13.6984 -14.3480
O -17.8038 13.3606 -13.6334
C -16.9258 13.7543 -15.9373
F -15.7430 13.6499 -16.4794
F -17.6327 12.6986 -16.3406
F -17.4879 14.9507 -16.2615
H -14.9176 12.1852 -12.4003
H -14.0542 13.0545 -11.1354
H -13.4083 13.1873 -12.6960
H -14.9424 15.2191 -12.2774
H -16.2971 14.2624 -12.0173